Model one:
C6H10O3 in the gas phase. Source: the Open Molecules 2025 dataset; level of theory: ωB97M-V with the def2-TZVPD basis set.

- total charge = 0
- HOMO-LUMO gap (alpha / beta) (hartree) = 0.248 / 0.248
- highest occupied orbital energy (alpha / beta) (eV) = -8.08 / -8.08
- LUMO (alpha / beta) (eV) = -1.33 / -1.33

Positions of all 19 atoms, in Å:
C: 0.5225 -1.7662 -0.1605
C: 0.7742 -0.7679 -1.1561
C: 0.4279 -3.2104 -0.4130
O: -0.5137 -0.1972 -0.9503
H: 0.3974 -1.3910 0.8513
H: 1.5087 0.0461 -0.9012
H: 0.9169 -1.1242 -2.1777
H: -0.6321 -3.4974 -0.3547
H: 0.7950 -3.4943 -1.3993
H: 0.9349 -3.7829 0.3676
C: -0.8060 2.8404 1.4641
C: -0.5498 1.4369 0.9782
C: -0.3456 1.3385 -0.5544
O: -0.4177 0.4955 1.7309
O: 0.8071 1.7846 -0.9134
H: -1.2272 1.7192 -1.1089
H: 0.0201 3.4793 1.1467
H: -0.8971 2.8569 2.5478
H: -1.7155 3.2341 1.0029

***

Model two:
C6H10O3 in the gas phase. Source: the Open Molecules 2025 dataset; level of theory: ωB97M-V with the def2-TZVPD basis set.

- total charge = 0
- HOMO-LUMO gap (hartree) = 0.378
- highest occupied orbital energy (eV) = -9.59
- LUMO (eV) = 0.68

Positions of all 19 atoms, in Å:
C: 0.4661 -0.5839 0.3416
C: 1.7425 -0.3276 1.0637
C: -0.4610 -1.5731 0.9577
C: -1.3599 -0.0579 -1.5237
C: 0.1182 1.7528 -0.4817
C: -0.0418 0.2493 -0.8196
O: -0.9108 2.2262 0.2679
O: 1.0710 2.4223 -0.7907
O: 1.0012 -0.4940 -1.2979
H: -0.7385 3.1826 0.3679
H: 2.3175 -1.2623 1.1019
H: 2.3835 0.3686 0.5151
H: 1.5683 0.0014 2.0909
H: -1.4795 -1.1773 1.0063
H: -0.1786 -1.8186 1.9846
H: -0.4760 -2.4936 0.3643
H: -1.3485 0.4390 -2.4967
H: -1.4544 -1.1300 -1.7122
H: -2.2192 0.2761 -0.9395

***

Of them, the most stable is model two and the least stable is model one.

***

Model one:
C9H11NOS in the gas phase. Source: the Open Molecules 2025 dataset; level of theory: ωB97M-V with the def2-TZVPD basis set.

- total charge = 0
- HOMO-LUMO gap (hartree) = 0.351
- highest occupied orbital energy (eV) = -8.92
- LUMO (eV) = 0.62

Positions of all 23 atoms, in Å:
C: 0.3748 0.8877 -0.9670
C: -0.4711 -1.0684 0.4247
C: -1.3320 -2.2494 -0.1084
C: -0.6517 -2.6281 -1.4338
C: -0.2403 -1.2506 -1.9873
C: 0.6315 1.7013 0.2292
C: 0.9325 1.4332 1.5629
C: 1.1454 2.6055 2.2953
C: 0.9898 3.7788 1.6053
H: -0.9451 -0.4096 1.1735
H: 0.4397 -1.4878 0.9050
H: -1.4014 -3.0285 0.6569
H: -2.3311 -1.8202 -0.3230
H: -1.4117 -3.1696 -2.0666
H: 0.1906 -3.3248 -1.3010
H: -1.0387 -0.7268 -2.5370
H: 0.5643 -1.3049 -2.7513
H: 0.9971 0.4060 1.9675
H: 1.2853 2.5914 3.3881
H: 1.2206 4.7092 2.1264
N: 0.0299 -0.4390 -0.7748
O: 0.4274 1.3704 -2.0653
S: 0.5941 3.4243 -0.0194

***

Model two:
A molecular structure, C9H11NOS. Source: the Open Molecules 2025 dataset; level of theory: ωB97M-V with the def2-TZVPD basis set.

- total charge = 0
- HOMO-LUMO gap (hartree) = 0.309
- highest occupied orbital energy (eV) = -8.73
- LUMO (eV) = -0.31

Positions of all 23 atoms, in Å:
C: 0.5524 0.9634 -1.1054
C: -0.2918 1.9248 -0.9576
C: 1.3862 -1.0345 -0.8743
C: 1.8210 0.2469 -1.1374
C: -0.6486 -0.0570 -0.8921
C: 0.0073 -1.2912 -0.7687
C: 3.1186 0.9050 -1.5847
C: -0.5641 -2.6451 -0.6816
C: -2.9230 2.2257 1.2346
N: -2.4332 0.8769 0.9419
O: -3.1630 -0.7783 -0.9346
S: -2.3895 0.4504 -0.8569
H: 2.1666 -1.8322 -0.7528
H: 3.2298 1.9188 -1.0869
H: 3.3407 1.0885 -2.6744
H: 3.9675 0.2639 -1.3148
H: -1.3731 -2.5195 -0.0384
H: 0.0967 -3.3648 -0.1047
H: -0.9772 -3.0193 -1.5134
H: -1.9597 2.7944 1.5252
H: -3.2260 2.7169 0.3462
H: -3.8286 2.2377 1.8954
H: -2.9926 0.1654 1.4322

***

Of them, the most stable is model one and the least stable is model two.